No. 1
C4H13NO6 | ωB97M-V/def2-TZVPD

Output
- max |F| (eV/A) = 7.3
- ΔE to the lowest compared entry with this formula, charge and spin (kJ/mol) = 253.0
- spin multiplicity = 1
- HOMO (eV) = -10.39
- net charge = 0

```
24
C4H13NO6 | OMol25 | ωB97M-V/def2-TZVPD
O -2.49956 0.17994 0.54148
C -1.39334 -0.10339 0.38764
N -0.48726 0.78515 1.07244
C 0.92563 0.98393 1.06023
O 1.23103 1.87303 1.99167
O 1.67849 0.40403 0.33482
C -1.03578 -1.13009 -0.59576
C -1.07238 -2.61181 -0.14130
H -1.00352 1.56543 1.59937
H 2.26495 1.92468 1.80318
H -0.08483 -0.88295 -1.16784
H -1.76884 -0.94864 -1.53379
H -0.39189 -3.03890 -0.80887
H -0.61203 -2.69521 0.86599
H -1.92271 -3.05172 0.03005
H 1.08285 -2.04984 2.04911
H 1.94254 -2.04986 0.68706
O 1.85488 -2.38881 1.63204
H 1.78317 1.27446 -1.74655
H 2.46992 1.57376 -2.99970
O 1.67455 1.75058 -2.46034
H -2.15667 1.14172 -3.22976
H -1.08692 0.86369 -2.03058
O -1.64564 0.43691 -2.70088
```

No. 2
C3H6N2O3 | ωB97M-V/def2-TZVPD

Output
- max |F| (eV/A) = 8.3
- ΔE to the lowest compared entry with this formula, charge and spin (kJ/mol) = 741.7
- spin multiplicity = 1
- HOMO (eV) = -8.31
- net charge = 0

```
14
C3H6N2O3 | OMol25 | ωB97M-V/def2-TZVPD
C 0.82652 1.43674 0.54781
C 0.09882 0.12832 0.44994
C -1.23862 -1.80463 -0.17919
H 0.45732 2.35563 -1.27621
H 0.21262 2.09119 1.14624
H 1.68161 1.58696 1.02669
H -0.24068 -0.37043 1.27408
H 0.81980 -2.43825 -0.74290
H -1.95812 -2.51319 -0.34762
N 0.20091 -1.78996 -0.22422
N -1.86359 -0.60145 -0.31910
O 1.15083 2.06378 -0.65537
O 0.91636 -0.62398 -0.30830
O -1.06377 0.47927 -0.39185
```

No. 3
C6H14NO | ωB97M-V/def2-TZVPD

Output
- max |F| (eV/A) = 1.3
- ΔE to the lowest compared entry with this formula, charge and spin (kJ/mol) = 822.0
- spin multiplicity = 1
- HOMO (eV) = -11.62
- net charge = +1

```
22
C6H14NO | OMol25 | ωB97M-V/def2-TZVPD
C 0.49841 1.35859 2.24496
C -0.09062 0.28281 1.39715
C 0.64393 -0.05234 0.25165
C 0.30069 -1.15628 -0.58316
C 0.01075 -1.01027 -1.94075
C 0.03519 0.16582 -2.61619
N 1.90621 1.26256 2.17367
H 0.11305 1.26782 3.27924
H 0.12279 2.31512 1.83442
H -1.08513 -0.12308 1.50456
H -7.82225 -0.33855 -4.09781
H 1.52636 0.57510 0.03942
H 0.34802 -2.13655 -0.13950
H -0.22838 -1.89159 -2.52502
H -0.23440 0.13805 -3.65358
H 0.35025 1.08591 -2.13074
H 2.38406 2.04059 2.63383
H 0.89635 -0.61200 1.38565
H 2.43381 -0.23993 2.02542
H 3.55267 -1.41230 1.88222
H -8.29572 -0.33501 -4.68098
O 2.63396 -1.18448 1.71556
```

No. 4
C56H38N4ORuS | ωB97M-V/def2-TZVPD

Output
- max |F| (eV/A) = 0.8
- spin multiplicity = 5
- HOMO (spin up / spin down) (eV) = -12.19 / -12.94
- net charge = +2

```
101
C56H38N4ORuS | OMol25 | ωB97M-V/def2-TZVPD
Ru 0.41017 0.77756 0.35700
C -5.21716 1.06762 5.42838
C -3.89687 1.45708 5.60432
C -2.95548 1.18487 4.61999
C -3.33860 0.55346 3.43099
C -4.66691 0.15461 3.27244
C -5.59431 0.39966 4.27067
C -2.30889 0.39350 2.37366
C -2.53598 0.93758 1.07548
C -3.79162 1.21999 0.48001
C -3.55856 1.52894 -0.83180
C -2.15090 1.57072 -1.01281
C -1.44191 2.08862 -2.12127
C -2.13965 2.36939 -3.39024
C -1.55667 1.90598 -4.57316
C -2.17149 2.12403 -5.79504
C -3.36821 2.82560 -5.85456
C -3.94288 3.31645 -4.68736
C -3.33298 3.09430 -3.46301
C -0.06449 2.45527 -2.06770
N 0.82661 2.06492 -1.10910
C 1.97648 2.80476 -1.27225
C 3.15289 2.61843 -0.49476
C 4.22716 3.62946 -0.47039
C 4.78431 4.19554 -1.61946
C 5.68582 5.23985 -1.51653
C 6.03943 5.74057 -0.26848
C 5.51527 5.16972 0.88040
C 4.62693 4.10843 0.78379
C 3.34139 1.48591 0.34952
C 4.59480 0.95620 0.75312
C 4.34691 -0.24331 1.36873
C 2.93662 -0.41294 1.40079
N 2.34950 0.64554 0.75455
C 2.24071 -1.38768 2.14343
C 0.88629 -1.20769 2.56514
C 0.23004 -1.82421 3.65961
C -0.99238 -1.21609 3.79897
C -1.12122 -0.27980 2.73808
N 0.03655 -0.30141 1.99664
C 2.97491 -2.62762 2.47151
C 3.54142 -3.33857 1.41145
C 4.18771 -4.54490 1.64686
C 4.30825 -5.02701 2.94519
C 3.77617 -4.30362 4.00985
C 3.10258 -3.11460 3.77516
C 1.78034 3.70271 -2.35627
C 0.53984 3.45131 -2.87782
N -1.54971 1.15858 0.15276
H -5.95039 1.27179 6.19877
H -3.59512 1.97305 6.50794
H -1.92274 1.49380 4.75499
H -4.96700 -0.40753 2.39190
H -6.61594 0.05944 4.14924
H -4.75813 1.16837 0.96656
H -4.31091 1.70405 -1.58973
H -0.63243 1.34000 -4.52727
H -1.71148 1.75363 -6.70471
H -3.84613 3.00400 -6.81088
H -4.86164 3.89270 -4.73216
H -3.74902 3.54709 -2.56952
H 4.56631 3.77087 -2.59508
H 6.12297 5.66033 -2.41561
H 6.73445 6.56868 -0.19532
H 5.79736 5.54787 1.85567
H 4.20331 3.67501 1.68224
H 5.55738 1.41941 0.56696
H 5.06821 -0.92926 1.79501
H 0.63805 -2.60864 4.28888
H -1.74448 -1.41761 4.55413
H 3.43695 -2.96018 0.40069
H 4.60302 -5.10707 0.81586
H 4.83191 -5.96209 3.13290
H 3.89850 -4.66339 5.02810
H 2.72170 -2.53485 4.61143
H 2.48604 4.44329 -2.70560
H 0.06777 3.95786 -3.71001
O 0.61550 -1.00209 -1.04454
S 0.03542 -1.87836 -2.15847
C 0.19127 -3.57170 -1.63400
C 0.35150 -4.53315 -2.62388
C 0.42675 -5.87104 -2.25306
C 0.34939 -6.22189 -0.91124
C 0.21562 -5.23832 0.06891
C 0.13860 -3.90241 -0.29005
C -1.74340 -1.74156 -2.11272
C -2.41364 -1.76421 -3.32683
C -3.80557 -1.77285 -3.32909
C -4.49894 -1.75857 -2.12785
C -3.80834 -1.71410 -0.91444
C -2.42373 -1.70297 -0.89984
H 0.41932 -4.24344 -3.67023
H 0.54779 -6.63578 -3.01283
H 0.41142 -7.26712 -0.62294
H 0.17075 -5.51755 1.11909
H 0.05386 -3.12966 0.46702
H -1.85895 -1.77838 -4.26366
H -4.34479 -1.80918 -4.27094
H -5.58468 -1.78666 -2.13156
H -4.35522 -1.71370 0.02578
H -1.88058 -1.67364 0.03556
```

Which value of net charge does entry 3 give?
+1